[1]
A 3-piece molecular cluster, C4H12BrO2 overall, computed with ωB97M-V/def2-TZVPD.

Geometry as ORCA input:
```
! wB97M-V def2-TZVPD RIJCOSX def2/J DEFGRID3
* xyz -1 1
Br -23.906 -8.895 12.286
C -25.896 -9.442 17.439
C -25.210 -8.832 16.241
O -25.990 -9.075 15.137
H -26.812 -8.867 17.574
H -25.346 -9.311 18.371
H -26.195 -10.478 17.283
H -24.275 -9.362 16.058
H -25.068 -7.757 16.354
H -25.515 -8.820 14.343
C -25.701 -4.453 10.198
C -25.422 -5.728 10.871
O -24.332 -5.649 11.837
H -26.180 -3.809 10.935
H -26.480 -4.744 9.493
H -24.787 -3.974 9.847
H -25.140 -6.475 10.129
H -26.330 -6.075 11.365
H -24.068 -6.543 12.065
*
```

---

[2]
One molecule with the formula C5H5NO, computed with ωB97M-V/def2-TZVPD.

Geometry as ORCA input:
```
! wB97M-V def2-TZVPD RIJCOSX def2/J DEFGRID3
* xyz 0 1
O -1.862 -0.547 1.980
C -1.128 -0.630 1.026
C -0.568 0.569 0.330
C 0.928 0.733 0.284
C 0.182 0.422 -0.981
C 0.351 -0.893 -1.564
N 0.498 -1.952 -2.007
H -0.822 -1.614 0.618
H -1.164 1.470 0.451
H 1.541 -0.059 0.704
H 1.332 1.733 0.402
H 0.046 1.221 -1.704
*
```

* SMILES string: N#C[C@@H]1C[C@@H]1C=O

---

Record order is preserved below.
ΔE to the lowest compared entry with this formula, charge and spin: 38.3 131.5 kJ/mol
Record order is preserved below.
LUMO energy: 3.7 0.6 eV
Record order is preserved below.
Frontier orbital gap: 8.1 10.9 eV